{"formula": "C30H44N2O3P2Pb", "method": "wB97M-V/def2-TZVPD", "symbols": ["H", "C", "C", "H", "C", "C", "H", "H", "H", "C", "H", "H", "H", "H", "C", "C", "C", "H", "C", "H", "H", "C", "H", "C", "C", "H", "O", "H", "C", "H", "H", "H", "H", "H", "H", "C", "C", "P", "H", "H", "C", "H", "C", "P", "O", "H", "H", "N", "Pb", "C", "C", "C", "C", "H", "C", "O", "C", "H", "H", "H", "N", "H", "H", "H", "C", "H", "H", "C", "H", "H", "H", "C", "C", "H", "C", "C", "C", "H", "H", "H", "H", "H"], "coordinates": [[0.0647, 4.2256, -5.6769], [5.1622, 2.4181, 4.6491], [-1.4995, 0.9704, 5.6753], [4.5267, -2.1664, 4.4240], [-3.5178, -1.2444, -0.4973], [-0.5428, 2.0254, 3.6890], [0.1047, -2.9586, 4.1419], [2.8051, 2.2170, -0.7248], [0.0425, 5.1974, -3.3693], [4.2510, 1.2151, 4.6405], [-3.2720, -1.3577, -1.5669], [4.8862, 3.1033, 3.8212], [1.4376, -2.5378, 2.2728], [5.9107, -0.1540, 4.3760], [-3.1511, 0.2421, 1.9320], [3.2457, -1.6038, -0.9950], [0.3580, -2.6072, 2.0079], [-2.7801, -0.6166, 2.5162], [0.3788, 2.2225, 2.5418], [4.5008, -0.2514, 1.2711], [-2.6477, 2.5032, -0.2492], [2.2920, 2.7131, 5.1037], [2.9119, 1.1824, -2.1763], [-0.4532, 1.0347, 4.7304], [2.0299, 0.1518, 4.7650], [-0.3005, -4.6804, 1.9244], [0.3616, 1.4862, 1.4357], [-1.6977, 3.7222, 2.9772], [2.6857, -1.0925, 4.6585], [-3.4254, 3.5759, 4.6976], [-0.0090, 3.6844, -1.3705], [-0.5617, -3.7638, 0.4087], [-0.0164, 0.2361, -3.9738], [-3.2657, -2.1875, 0.0164], [-1.4144, -3.0824, 3.1958], [4.8385, -0.0486, 4.4917], [3.4218, -0.0737, 1.4260], [-2.4806, 0.1271, 0.2115], [1.0864, -4.3165, 0.8498], [-3.0184, 1.5308, -1.7006], [-1.6117, 2.9476, 3.7309], [3.2737, 0.9156, 1.8893], [0.1353, -3.9223, 1.2492], [2.4813, -0.1230, -0.1672], [0.8980, 3.4214, 2.4065], [-1.4791, 0.2238, 6.4611], [4.3494, -1.5478, -1.0187], [0.6037, 0.0823, 4.9344], [0.0000, 0.0000, 0.0000], [-0.0036, 1.3243, -3.8565], [-3.1886, 1.6152, -0.6148], [2.8369, 1.3370, 4.8036], [0.0292, 4.1103, -3.5064], [-3.3377, 1.8011, 6.4110], [-0.4635, -2.5307, 3.3000], [0.0354, -1.5217, 1.1817], [-0.0165, 1.8644, -2.5434], [-4.2555, 0.2488, 1.9444], [4.3168, 1.2805, -1.0475], [1.2240, 2.7433, 5.3431], [-0.0415, 1.0562, -1.4415], [2.1186, -2.0122, 4.6714], [-2.7710, 1.1674, 2.3960], [-4.6000, -1.0477, -0.3896], [4.0621, -1.1929, 4.5191], [2.7859, 3.1010, 6.0187], [2.8614, -1.6698, -2.0271], [-0.0001, 3.2765, -2.3859], [2.5120, 3.4083, 4.2711], [-0.6907, -1.4778, 3.5436], [0.3045, -0.7809, 5.4162], [0.0250, 2.1721, -4.9684], [0.0419, 3.5669, -4.8026], [3.0172, -0.8404, 2.1076], [3.2151, 1.2735, -1.1205], [-2.5589, 1.8701, 5.6620], [-2.6060, 2.8688, 4.7015], [6.2270, 2.1318, 4.5099], [2.9396, -2.5160, -0.4546], [0.0347, 1.7413, -5.9759], [5.0845, 2.9515, 5.6185], [-4.2688, 1.7199, -0.4117]], "e_above_lowest_kcal_mol": 75.0, "homo_ev": -6.30, "lumo_energy_ev": 0.374, "fmax_ev_per_a": 7.7}

=====

{"formula": "C50H51AsClHgN5OS2Sb", "method": "wB97M-V/def2-TZVPD", "symbols": ["C", "C", "Hg", "H", "H", "H", "H", "H", "C", "H", "C", "H", "C", "C", "H", "C", "C", "C", "H", "H", "N", "C", "H", "C", "C", "H", "H", "H", "N", "H", "H", "H", "C", "H", "C", "H", "C", "C", "H", "O", "C", "S", "H", "H", "H", "C", "As", "H", "H", "H", "C", "N", "H", "C", "C", "H", "C", "C", "H", "C", "H", "C", "H", "C", "H", "C", "C", "C", "H", "C", "C", "Sb", "C", "C", "H", "H", "H", "H", "H", "C", "C", "Cl", "H", "C", "C", "C", "C", "H", "C", "H", "H", "H", "S", "H", "H", "C", "N", "C", "C", "C", "H", "N", "C", "H", "C", "C", "C", "H", "C", "H", "H", "H", "C"], "coordinates": [[4.9109, -0.6930, 2.8143], [-5.9075, -2.8000, -0.6175], [-1.4273, -1.5099, -2.9369], [0.7302, -0.7471, -4.4107], [0.2717, -4.3951, -7.6982], [8.4261, 1.3696, -2.4995], [2.4887, -4.0310, -0.5526], [-4.0300, 3.3238, -3.3762], [6.0539, -5.2485, 0.2814], [-1.1037, -0.6198, 5.9212], [1.2350, 1.5862, -1.9311], [2.1119, 1.9010, -1.3147], [5.0945, -6.1461, -0.2519], [-0.0609, 1.7766, -1.1228], [-2.4087, 3.1797, 0.0813], [5.9007, 0.6782, -0.2286], [3.9085, -1.2367, 2.0030], [0.8544, -5.2906, -4.3756], [-3.8136, 1.4462, 2.4180], [-1.8595, 1.7424, 6.1923], [-4.4985, 3.6983, 4.2456], [7.3869, -0.4385, -2.3445], [-0.1821, 1.3309, 1.1040], [2.5185, -1.4328, 3.9399], [-1.9887, 2.0702, -5.2787], [-1.9096, 2.7409, -6.1074], [-0.6697, -0.0109, 0.0974], [0.4839, -4.0627, -2.6888], [-2.5035, 3.9848, 5.2525], [-5.6692, 1.6793, -1.1571], [-4.2193, 3.2122, 0.3413], [-2.8551, -0.8543, 2.2419], [4.6109, -0.3162, 4.1150], [1.4880, -1.6933, 4.2966], [7.0499, 1.3291, -0.7942], [-6.6067, 5.6378, 4.6125], [0.7284, -5.3814, -5.8032], [3.4740, -4.4081, -0.2626], [-3.9687, 8.1554, 6.9387], [2.6841, -1.2596, -0.7030], [4.4771, -3.4943, 0.1838], [-3.7874, -2.3228, -2.6561], [5.8995, -0.4661, 2.5061], [-1.0926, 1.4816, -5.4912], [6.6046, -3.2219, 0.6898], [-4.5572, -4.3373, 0.7496], [4.1091, -1.5338, 0.0792], [2.9186, -6.4154, -0.4786], [-4.9793, -0.0524, -1.2359], [1.1627, -6.2429, -3.8984], [5.7844, -3.9111, 0.4327], [-4.5103, -5.2400, 1.4986], [6.2490, -2.1799, -1.8886], [-2.8591, 1.7416, 4.2825], [-3.0565, 6.3253, 6.2224], [-2.0944, 6.4762, 6.6528], [3.7911, -5.7492, -0.3978], [-3.3696, 2.9993, -0.3498], [8.0122, -0.9424, -3.0135], [0.3403, -2.9378, -4.5731], [-0.4781, -2.2371, -6.4304], [-3.2682, 3.8105, -3.9502], [-2.8863, 1.4103, -5.4832], [-2.6824, -0.2835, 3.1173], [7.0855, -5.5285, 0.4314], [-3.4796, 1.5687, -0.8766], [-5.5921, 5.8359, 4.9814], [-4.5293, 4.9101, 4.9379], [0.9990, 0.3678, 0.1393], [-0.0277, -3.1041, -5.8858], [0.3488, -4.2711, -6.5846], [-1.9244, 1.3827, -2.4042], [0.5683, -4.1263, -3.7802], [-1.6415, -0.1220, 5.0994], [-6.1141, 7.7104, 6.0212], [1.2983, 2.1054, -2.9048], [1.3678, 0.5217, -2.1442], [5.3362, 0.2540, 4.6772], [-3.6385, 4.0327, -4.9224], [-4.1496, 7.1874, 6.3512], [-2.1176, 1.1608, 5.2850], [1.0941, -6.9245, -6.5248], [1.8675, -1.9092, 1.9263], [-4.6688, -3.2909, -0.2391], [-1.9795, 2.9362, -4.0572], [-5.3942, 6.9527, 5.7873], [5.6440, -0.6432, -0.6806], [1.2265, -1.7629, -3.0090], [-3.2336, 3.1550, 4.5729], [-5.2645, 3.2005, 3.8900], [3.2510, -0.5460, 5.7717], [5.3609, 1.0418, 0.6686], [-2.0538, -2.7214, -0.1805], [-3.4932, 3.7209, -1.1789], [-4.8796, 1.0952, -2.5065], [-3.2917, 0.9820, 3.2406], [-1.7858, -0.7969, 3.9986], [2.6893, -1.6360, 2.5700], [-4.8184, 1.0235, -1.4226], [3.4519, -0.7495, 4.7318], [-1.0518, 3.4478, -3.8363], [-6.8928, -2.2109, -0.8276], [7.6835, 0.8312, -1.9130], [-0.2812, 2.7827, -0.7296], [-0.0268, 0.8611, 0.1055], [6.4032, -1.1594, -1.6896], [-3.2837, 5.1414, 5.5394], [5.3772, -7.1387, -0.7218], [-3.5727, -2.7914, -0.9848], [-2.9396, 4.7001, -3.4773], [-3.1960, 0.9135, -0.0525], [7.2962, 2.3078, -0.3748], [0.5167, -1.6418, -3.8267]], "multiplicity": 2, "total_charge": -2, "homo_ev": [1.13, -2.51], "lumo_energy_ev": [3.041, 3.041], "s2": 0.77, "fmax_ev_per_a": 5.5}

=====

{"formula": "C21H38NO6Si2", "method": "wB97M-V/def2-TZVPD", "symbols": ["C", "Si", "H", "O", "O", "C", "C", "Si", "H", "H", "H", "O", "H", "H", "H", "H", "H", "C", "H", "H", "H", "C", "H", "H", "H", "O", "H", "C", "C", "C", "H", "C", "H", "C", "C", "N", "H", "O", "H", "C", "H", "C", "C", "H", "H", "C", "H", "C", "H", "H", "H", "H", "O", "C", "H", "C", "C", "H", "H", "H", "C", "H", "H", "H", "H", "H", "C", "H"], "coordinates": [[-3.4002, 2.8900, 3.3407], [1.9352, -1.7010, -4.3116], [2.0478, -3.4225, -0.9828], [0.2335, -0.1867, 3.0412], [2.0698, -1.5214, -2.5883], [-0.7484, 2.3076, 4.0974], [3.2875, -0.6874, -5.1081], [2.7943, 0.3411, -0.8127], [-0.4828, -1.8373, -4.9082], [-1.8286, 6.1321, 5.0971], [-6.0130, -2.2790, -0.2223], [1.1586, -0.0002, -1.2160], [3.2698, -2.0703, -0.3095], [2.0137, -3.8136, -5.5602], [0.2641, 2.0407, 4.3976], [-5.7576, -0.4893, -0.1682], [-0.6864, -0.9718, 0.3336], [2.2344, -3.5196, -4.5238], [-1.5006, -0.0771, -1.7053], [-0.8784, 3.9909, 5.4220], [2.2009, 0.3811, 1.6026], [-5.3199, -1.4785, 0.0415], [1.6001, -4.1114, -3.8510], [3.1881, -0.7849, -6.2021], [1.8094, 1.9156, 0.8203], [-3.4205, 4.7769, 4.7570], [-4.4177, 3.1496, 3.0617], [-1.3962, 1.5274, 3.0980], [3.8467, -1.1937, -0.6230], [-2.7242, 3.7058, 4.2904], [-5.0553, -1.5368, 1.1104], [3.4805, 1.5502, -2.0443], [3.2194, 0.3793, -4.8604], [-3.2297, -0.7446, -0.6783], [-0.9222, -1.6899, -0.4669], [0.8370, -1.0732, -2.0257], [-0.0878, -0.3312, -4.0434], [-3.4354, 0.2884, -0.0518], [2.7316, 2.2991, -2.3366], [-1.3970, 3.3729, 4.6816], [-2.4828, 5.2978, 6.5569], [0.3305, -1.6229, 3.1665], [0.2660, -1.0438, -4.8062], [1.1859, -1.7970, 3.8229], [-2.1300, -1.6755, -2.2756], [0.3844, -2.0764, -1.1059], [4.4077, -1.4423, -1.5312], [-1.9271, -1.0371, -1.4023], [0.5174, -2.0774, 2.1848], [4.5873, -1.0008, 0.1696], [-3.4734, 6.5321, 5.6997], [-3.2010, 1.2586, 1.9616], [-4.1544, -1.7174, -0.7733], [-2.7288, 1.8554, 2.7408], [-1.3669, -2.5717, 0.0219], [-2.7363, 5.7468, 5.5855], [-0.8463, 0.3470, 2.5315], [3.2863, -3.7579, -4.3089], [-0.5899, -2.0363, 3.5945], [3.8713, 1.0743, -2.9496], [1.1058, -3.0729, -0.5555], [4.3101, 2.0866, -1.5603], [-1.4728, -0.2500, 1.8595], [0.6570, -3.6382, 0.2644], [0.3384, -0.5180, -5.7688], [4.2877, -1.0478, -4.8353], [2.5582, 1.1140, 0.8683], [3.4951, 1.5440, 1.2520]], "total_charge": 1, "e_above_lowest_kcal_mol": 14.2, "homo_ev": -11.02, "lumo_energy_ev": -4.811, "fmax_ev_per_a": 2.2}

=====

{"formula": "C4H7N3O", "method": "wB97M-V/def2-TZVPD", "symbols": ["C", "N", "N", "H", "H", "C", "O", "C", "H", "H", "H", "H", "H", "C", "N"], "coordinates": [[0.6988, -0.9316, -0.0090], [-1.2874, -0.5765, 1.3383], [-0.3789, -0.1883, 0.3626], [2.4210, 0.2648, -0.5430], [-0.7536, -0.8720, 2.1741], [1.4617, -0.0509, -0.9750], [0.6307, 1.1127, -1.1130], [-0.4706, 1.0231, -0.2994], [-1.3202, 2.8660, -0.8019], [1.7831, -2.4886, 0.0681], [-1.7511, -1.4184, 1.0001], [1.6569, -0.4857, -1.9887], [-2.2442, 1.8481, 0.4824], [-1.3829, 1.9845, -0.1706], [0.9367, -2.0872, 0.4748]], "smiles": "[H]/N=C1\\COC(=C)N1N", "e_above_lowest_kcal_mol": 46.5, "homo_ev": -8.25, "lumo_energy_ev": 0.827, "fmax_ev_per_a": 1.0}

=====

Q: What is the formula in the fourth record?
A: C4H7N3O